1.
A cluster of 4 separate species, C2H12O3S2 in total in a non-equilibrium geometry, computed with ωB97M-V/def2-TZVPD.

CARTESIAN COORDINATES (ANGSTROEM)
C1 -1.979480 0.564062 -1.454132
C2 -1.930859 -0.893468 -1.015168
S1 -0.598336 -1.799561 -1.948282
S2 1.065896 -2.157073 -0.299453
H1 -1.022295 1.039870 -1.347272
H2 -2.323144 0.572815 -2.473259
H3 -2.750863 1.130611 -0.914698
H4 -1.615898 -0.981575 0.007571
H5 -2.789914 -1.474489 -1.315128
H6 1.642876 -0.983814 -0.584596
H7 0.827868 0.168795 0.808376
H8 0.552639 0.567572 2.197169
O1 0.378322 0.875616 1.301362
H9 2.324447 2.205774 0.555797
H10 3.121093 3.419951 0.776997
O2 3.242803 2.466905 0.710148
H11 -0.617090 4.031722 4.383455
H12 -0.673578 3.401270 2.974970
O3 -0.996151 3.290686 3.889965

Atomic forces in eV per Å
-1.26 -0.50 0.34
1.59 -0.16 -1.23
-1.36 0.39 -1.21
1.15 -0.01 1.41
0.39 0.21 -0.02
0.25 0.20 -0.71
0.20 0.02 0.29
-0.37 -0.20 0.68
-0.64 0.21 0.57
0.18 -0.06 -0.15
-0.35 -0.23 -0.37
-0.18 0.19 0.19
0.49 0.06 0.15
-0.03 -0.62 0.12
0.40 0.09 0.05
-0.46 0.47 -0.08
-0.09 -0.24 -0.22
-0.20 -0.19 0.60
0.30 0.36 -0.40

## Properties
- Energy relative to the best compared isomer or geometry (same formula, charge and spin): 0.0 kcal per mole
- Largest force on an atom: 2.02 eV Å⁻¹
- E_HOMO (alpha / beta): -1.061 / -3.590 eV
- HOMO-LUMO gap (alpha / beta): 3.69 / 6.22 eV
- Molecular weight: 148.2 g mol⁻¹
- Multiplicity: 2
- Total charge: -1

2.
The ion C20H19F4 with charge +1 in a non-equilibrium geometry, computed with ωB97M-V/def2-TZVPD.

CARTESIAN COORDINATES (ANGSTROEM)
C1 -4.094997 -0.063285 1.573178
C2 -3.482266 -1.400766 1.146691
C3 -1.974558 -1.488173 1.462587
C4 -1.183445 -0.304035 1.099123
C5 0.300145 -0.360561 1.006841
C6 -1.775665 1.011071 1.307856
C7 -3.293782 1.139878 1.078221
H1 -5.106585 0.003937 1.157566
H2 -4.205348 -0.026367 2.665836
H3 -4.010271 -2.227590 1.638992
H4 -3.620021 -1.517256 0.064117
H5 -1.867588 -1.601056 2.557621
H6 -1.540978 -2.394520 1.019480
H7 0.679867 0.590113 1.408674
H8 0.640033 -1.166683 1.677039
H9 -1.554877 1.273732 2.358121
H10 -1.244529 1.752817 0.695531
H11 -3.463899 1.250727 -0.000078
H12 -3.645544 2.057872 1.564816
F1 0.930787 3.779870 -2.614057
C8 0.432790 2.498565 -2.518509
C9 -0.761340 2.197719 -3.155243
C10 -1.177585 0.869980 -3.096554
F2 -2.268338 0.477338 -3.840389
C11 -0.543248 -0.069907 -2.292439
C12 0.536229 0.332147 -1.488222
C13 0.966876 -0.611384 -0.349606
C14 2.479639 -0.701845 -0.116162
C15 3.083368 -1.964314 -0.162934
C16 4.407210 -2.088434 0.246874
F3 4.977340 -3.341828 0.241405
C17 5.161120 -0.999602 0.669422
C18 4.540483 0.245974 0.658569
F4 5.274247 1.355882 1.011677
C19 3.202013 0.414097 0.309210
C20 1.144865 1.566932 -1.757499
H13 -1.296849 2.943084 -3.736205
H14 -0.879128 -1.113589 -2.271564
H15 0.651696 -1.611150 -0.666019
H16 2.496033 -2.819654 -0.500668
H17 6.201951 -1.109399 0.959074
H18 2.744367 1.404900 0.380311
H19 2.139782 1.814744 -1.392702

Atomic forces in eV per Å
-0.09 -0.04 0.25
-0.19 0.32 -0.15
-0.43 -0.48 -1.15
0.51 0.14 2.07
-0.22 0.40 0.64
-0.82 0.52 -1.19
-0.14 -0.15 -0.13
0.14 -0.02 0.17
0.09 -0.03 -0.16
0.25 0.16 -0.19
0.06 -0.11 0.17
0.33 0.26 -0.09
0.12 0.10 0.24
-0.09 -0.14 -0.16
-0.13 0.08 -0.23
0.29 -0.27 -0.02
0.18 -0.03 0.25
0.09 0.09 0.16
0.09 -0.20 -0.21
-0.54 -1.57 -0.01
0.53 0.64 0.05
0.03 -0.17 -0.26
-0.60 -0.19 -0.45
1.23 0.48 0.87
-0.35 -0.04 0.54
0.06 0.10 -0.32
0.88 -0.56 -1.62
-0.13 -0.16 0.47
-0.13 0.24 0.01
0.20 -0.80 -0.07
-0.58 1.52 0.00
-0.01 0.06 -0.19
0.34 0.57 0.13
-0.86 -1.30 -0.31
0.31 0.14 0.14
-0.41 0.24 0.31
0.11 -0.17 0.07
-0.11 0.50 0.02
0.01 0.04 0.00
0.40 0.09 0.17
-0.19 0.01 -0.03
0.33 -0.42 0.14
-0.53 0.16 0.06

## Properties
- Energy relative to the best compared isomer or geometry (same formula, charge and spin): 0.0 kcal per mole
- Largest force on an atom: 2.14 eV Å⁻¹
- E_HOMO: -12.431 eV
- HOMO-LUMO gap: 6.31 eV
- Molecular weight: 335.4 g mol⁻¹
- Total charge: +1

3.
An isolated molecule of C9H17BN2O3 in a non-equilibrium geometry, computed with ωB97M-V/def2-TZVPD.

CARTESIAN COORDINATES (ANGSTROEM)
O1 0.707091 -0.676103 0.816062
C1 -0.079027 0.069283 0.258000
C2 -0.283089 1.453093 0.828334
N1 0.870963 1.872864 1.628835
C3 1.181058 1.496263 3.027001
C4 2.382937 2.092075 3.730946
C5 2.448380 0.676747 3.237290
N2 -0.755341 -0.292196 -0.896165
C6 -1.689380 0.590934 -1.600611
C7 -2.488979 -0.289169 -2.566598
C8 -2.196346 -1.744728 -2.153683
C9 -0.946662 -1.693918 -1.269398
B1 0.359430 -2.134345 -2.062495
O2 0.192635 -2.729671 -3.304249
O3 1.632348 -1.961365 -1.532851
H1 -0.459341 2.187430 0.029953
H2 -1.154472 1.536702 1.470204
H3 1.708869 1.904658 1.046517
H4 0.321769 1.361796 3.683113
H5 2.458921 2.185782 4.811210
H6 2.956629 2.825190 3.190261
H7 2.438943 -0.152309 3.935518
H8 3.001454 0.424079 2.355929
H9 -1.118926 1.347951 -2.153769
H10 -2.322159 1.124101 -0.881892
H11 -3.522372 -0.068045 -2.540284
H12 -2.098931 -0.100017 -3.601973
H13 -3.038284 -2.208889 -1.657983
H14 -1.957630 -2.347772 -3.041986
H15 -1.075318 -2.326766 -0.344149
H16 1.032248 -2.971461 -3.736438
H17 1.492582 -1.452194 -0.704649

Atomic forces in eV per Å
0.22 -0.77 -0.19
-1.01 -0.29 -1.14
0.98 0.75 0.86
0.29 1.16 0.17
0.29 -0.50 -0.71
0.39 -0.13 -0.41
-0.99 -0.46 0.34
-0.17 0.84 1.45
0.12 0.62 0.23
1.77 -0.22 -0.72
0.24 -0.02 -0.57
0.44 -1.03 0.26
1.08 -0.83 -0.21
0.69 0.15 0.26
-1.43 0.35 -0.33
0.22 -0.12 0.15
-0.38 -0.43 0.01
-0.32 -0.12 0.51
0.03 -0.29 -0.49
-0.58 0.28 -0.18
0.14 0.19 -0.12
-0.02 0.21 0.20
0.13 0.15 -0.45
-0.16 -0.03 0.11
-0.08 -0.13 -0.13
-1.06 0.30 -0.06
-0.50 -0.23 0.84
-0.20 0.02 0.25
-0.35 0.17 0.35
0.22 0.63 -0.76
-0.44 0.20 0.39
0.43 -0.41 0.09

## Properties
- Energy relative to the best compared isomer or geometry (same formula, charge and spin): 26.7 kcal per mole
- Largest force on an atom: 1.92 eV Å⁻¹
- E_HOMO: -8.054 eV
- HOMO-LUMO gap: 8.62 eV
- Molecular weight: 212.1 g mol⁻¹
- SMILES: O=C(CNC1CC1)N1CCC[C@H]1B(O)O

4.
A structure of composition C46H96F3N4O8Y in a non-equilibrium geometry, computed with ωB97M-V/def2-TZVPD.

CARTESIAN COORDINATES (ANGSTROEM)
Y1 0.158866 0.173434 -1.240541
C1 -2.612344 -0.541206 -4.657181
C2 -1.437214 -1.368676 -4.160411
C3 -0.287974 -1.623576 -5.205471
O1 -0.917844 -0.994776 -2.872641
H1 -3.315164 -1.282216 -5.038031
H2 -2.304294 0.256254 -5.333391
H3 -3.244814 -0.146376 -3.862071
H4 -1.798854 -2.388456 -4.028651
H5 0.386526 -2.299666 -4.680061
H6 0.269636 -0.697866 -5.347701
H7 -0.608714 -1.954176 -6.193371
C4 1.206286 -2.992846 1.433949
C5 2.175956 -1.973036 0.973409
C6 3.373996 -2.605806 0.215009
O2 1.495136 -1.022586 0.261969
H8 1.321076 -3.880656 0.812089
H9 0.142546 -2.793726 1.563999
H10 1.577756 -3.269386 2.420679
H11 2.653266 -1.578006 1.870199
H12 3.976286 -3.287726 0.815289
H13 4.098296 -1.824756 -0.016171
H14 3.058206 -2.979926 -0.758851
C7 -1.247994 3.388824 -1.976701
O3 -0.376404 3.540524 -3.113271
O4 -0.830794 2.280184 -1.231141
C8 -1.855704 4.644024 -1.254251
F1 -1.145124 4.960724 -0.145431
F2 -1.804764 5.714114 -1.954871
F3 -3.153914 4.528854 -0.991931
C9 -0.908194 3.792984 -4.376681
C10 0.297086 3.751824 -5.394851
H15 0.621746 2.711454 -5.376331
H16 0.090116 3.794984 -6.464151
H17 1.182006 4.279414 -5.038971
H18 -1.386574 4.771144 -4.426191
H19 -1.536584 2.958504 -4.687941
H20 -2.083274 3.001144 -2.559881
C11 -4.344444 -0.703516 1.187389
C12 -3.396854 0.316504 0.549659
C13 -3.918164 1.801134 0.746749
C14 -3.584414 2.398014 2.086539
C15 -2.173154 2.322564 2.445129
C16 -1.532804 0.884914 2.470459
N1 -1.935064 0.334794 1.092579
O5 -1.333404 -0.872376 0.877449
C17 -0.092634 1.192634 2.376089
C18 -1.926624 0.148484 3.804419
C19 -3.438124 -0.092786 -0.994781
H21 -4.574004 -0.484766 2.230239
H22 -3.876184 -1.687696 1.172149
H23 -5.308124 -0.727536 0.678619
H24 -3.532344 2.588844 0.099639
H25 -4.976564 1.850664 0.490929
H26 -4.216014 1.929934 2.841589
H27 -3.831514 3.459054 2.121859
H28 -2.232524 2.615564 3.493329
H29 -1.446494 2.874064 1.848549
H30 0.482696 0.322524 2.692339
H31 0.254336 1.531384 1.399889
H32 0.151936 1.909234 3.160159
H33 -1.449624 -0.811156 3.605269
H34 -1.545024 0.606944 4.716719
H35 -3.003194 -0.022106 3.805279
H36 -2.670124 0.513974 -1.474491
H37 -4.428454 -0.070416 -1.449601
H38 -3.221774 -1.148426 -1.158821
H39 -1.809484 -1.537586 1.379879
C20 2.549026 2.652564 -0.493071
C21 3.384306 2.343844 -1.750181
C22 4.790486 2.037284 -1.118971
C23 5.644306 1.050794 -1.961871
C24 4.907536 -0.105316 -2.360681
C25 3.634856 0.133044 -3.127841
N2 2.725336 1.103934 -2.319621
O6 1.501146 1.243554 -2.915061
C26 3.841466 0.478954 -4.561641
C27 2.834356 -1.210816 -3.080601
C28 3.503686 3.507264 -2.739841
H40 1.526816 2.923644 -0.757051
H41 2.853996 3.511814 0.104249
H42 2.369986 1.793094 0.152959
H43 5.425636 2.918344 -1.027241
H44 4.617846 1.625864 -0.124461
H45 6.595826 0.731584 -1.536651
H46 5.802406 1.494014 -2.945061
H47 4.802756 -0.775416 -1.507401
H48 5.499336 -0.663886 -3.085851
H49 4.426086 -0.379266 -4.892941
H50 3.031126 0.772744 -5.228821
H51 4.522326 1.327024 -4.488701
H52 3.398156 -2.131286 -3.232191
H53 2.411146 -1.406786 -2.095411
H54 1.966976 -1.217696 -3.740681
H55 3.646086 3.181924 -3.770361
H56 4.178176 4.275514 -2.361751
H57 2.534216 4.004454 -2.707811
H58 1.774426 1.611954 -3.758391
C29 -0.901814 -4.538286 -1.607861
C30 -2.379754 -5.036496 -1.310861
C31 -2.686764 -4.465326 0.139649
C32 -4.257204 -4.589516 0.504759
C33 -5.115774 -3.918486 -0.523441
C34 -4.835284 -4.338326 -1.922841
N3 -3.361914 -4.333746 -2.215771
O7 -3.039054 -4.726996 -3.502161
C35 -5.622974 -5.664956 -2.130701
C36 -5.479134 -3.223726 -2.882301
C37 -2.400024 -6.567266 -1.403191
H59 -0.155204 -4.351526 -0.835971
H60 -0.551274 -5.033716 -2.513271
H61 -0.894184 -3.523686 -2.006141
H62 -2.152604 -5.196856 0.745979
H63 -2.265524 -3.460376 0.166769
H64 -4.346424 -5.673916 0.439729
H65 -4.432964 -4.238446 1.521589
H66 -5.082514 -2.841606 -0.358201
H67 -6.140614 -4.179526 -0.259521
H68 -5.220274 -6.264846 -2.946831
H69 -6.700414 -5.523086 -2.215041
H70 -5.575414 -6.226126 -1.197471
H71 -5.152984 -2.194676 -2.731371
H72 -6.549064 -3.130686 -2.696061
H73 -5.213194 -3.393766 -3.925591
H74 -1.796324 -7.048406 -0.633671
H75 -3.360294 -6.905436 -1.013811
H76 -2.216894 -6.764066 -2.459521
H77 -2.451234 -4.002056 -3.726971
C38 0.273666 2.877924 6.059919
C39 1.771156 2.511904 6.178219
C40 1.844016 1.036354 6.248659
C41 3.216516 0.320074 5.978489
C42 3.650666 0.707954 4.572399
C43 3.619506 2.228774 4.347379
N4 2.387416 2.927424 4.854909
O8 2.382016 4.322164 4.651039
C44 4.852766 2.942584 4.998899
C45 3.606806 2.209704 2.848059
C46 2.396286 3.108714 7.533469
H78 -0.064644 2.576214 5.068649
H79 0.198356 3.948624 6.249739
H80 -0.290004 2.430154 6.878379
H81 1.509006 0.850254 7.269069
H82 1.117286 0.429284 5.708819
H83 3.162776 -0.750506 6.176169
H84 4.022686 0.724914 6.590279
H85 3.062066 0.132154 3.858179
H86 4.702086 0.565834 4.322569
H87 5.589806 2.217784 5.344639
H88 5.407546 3.410004 4.185359
H89 4.643606 3.610854 5.834229
H90 3.979266 3.180024 2.519689
H91 4.223296 1.423524 2.412209
H92 2.651426 1.916924 2.412599
H93 3.386796 2.831834 7.894489
H94 1.766966 2.827854 8.377959
H95 2.457766 4.187324 7.388839
H96 1.790346 4.330804 3.895099

Atomic forces in eV per Å
-0.74 -0.92 0.01
-0.22 -0.49 0.53
1.20 -0.56 1.04
-0.40 1.19 1.27
0.97 1.21 0.05
0.06 0.28 -1.13
-0.31 -0.11 -0.19
0.58 0.38 0.41
-0.46 -0.22 0.25
0.01 -0.33 -0.50
0.07 0.26 -0.08
-0.16 -0.33 0.23
0.26 -2.29 1.13
0.28 0.61 -0.58
-0.06 0.97 -0.09
-0.71 2.13 -2.38
-0.35 -0.24 -0.06
0.25 0.68 -0.36
-0.24 -0.60 0.27
0.03 0.78 0.36
-0.48 -0.54 -0.03
-0.14 0.35 0.04
-0.02 -0.58 0.18
-1.42 -4.11 -1.84
1.85 1.32 1.55
0.50 1.20 0.19
2.16 -1.10 0.91
-0.46 -0.66 0.74
0.63 2.45 -2.72
-0.43 -1.10 0.92
1.15 0.34 -1.50
-0.19 -1.51 1.11
0.18 -0.45 0.35
-0.38 1.05 0.17
-0.32 0.61 -0.32
-0.39 -0.12 -0.03
-0.71 0.18 0.12
-1.33 0.25 0.42
0.47 0.39 1.18
-0.22 1.15 -0.66
0.21 -0.11 -0.78
-1.97 -0.12 -0.30
1.29 -1.61 1.25
-2.64 2.38 -0.98
-1.80 1.11 0.26
0.78 -1.35 -0.68
1.71 -1.23 1.36
0.30 -0.80 -2.68
1.15 0.15 1.50
0.05 0.10 0.18
-0.21 -0.21 -0.16
0.20 -0.09 -0.23
0.68 -0.95 -0.89
-0.29 -0.34 0.41
0.12 -0.10 0.44
-0.43 0.08 -0.24
1.08 0.55 0.12
-0.70 0.73 -0.06
0.38 -0.27 -0.45
-0.22 0.16 0.10
0.09 0.39 -0.23
0.01 -0.49 0.89
-0.01 0.09 -0.29
0.02 0.18 0.38
-0.45 0.06 -0.59
-0.11 1.02 0.23
0.65 -0.14 0.34
-0.06 -0.63 0.12
-1.62 0.91 -0.53
0.30 -0.25 1.17
0.71 -1.65 -0.93
0.17 2.46 -0.27
-0.57 -2.74 -0.43
-3.97 -1.35 2.19
3.94 -1.80 1.75
0.13 0.88 -0.81
1.81 1.07 0.30
-0.62 0.01 0.39
-1.59 0.15 0.67
-0.25 0.22 -0.49
0.58 -0.13 -0.03
0.82 -0.28 0.03
-0.64 0.41 0.17
0.17 -0.10 0.02
0.03 0.51 0.21
0.90 0.96 0.17
-0.71 -0.10 -0.14
0.34 -0.33 0.07
-0.26 0.17 -0.86
-0.28 -0.49 0.27
0.24 0.18 -0.84
0.48 0.27 -0.53
0.12 0.42 0.38
0.24 0.10 -0.30
0.55 0.20 0.09
0.40 -0.29 -0.42
-0.27 0.11 -0.36
-1.39 0.42 -0.84
-1.16 0.95 -1.81
0.31 1.84 1.87
-1.50 -1.38 -0.98
3.12 -0.32 -0.62
-0.25 0.68 1.63
-0.65 0.94 -2.36
0.37 -0.25 2.51
-0.38 -0.21 -1.23
0.67 -0.15 0.35
0.65 -0.40 0.43
-1.12 0.95 0.84
-0.27 -1.24 0.46
0.62 -0.71 0.45
-0.82 0.61 0.01
0.23 0.58 0.64
-0.12 0.02 0.29
-0.64 -0.07 0.44
-0.13 -0.11 -0.03
0.32 0.14 -0.37
-0.31 -0.01 -0.34
-0.19 0.03 -0.03
0.08 0.43 -0.55
0.40 -0.39 -0.10
0.71 -0.08 0.64
-0.16 -0.58 -0.33
-0.49 -0.46 -0.04
1.06 0.18 -0.63
-0.53 -0.15 -0.89
0.03 -0.85 0.35
0.12 0.02 -0.68
1.04 0.69 0.94
0.97 0.92 -0.88
0.91 -2.84 1.08
0.16 1.48 0.12
-0.39 -0.20 1.16
-0.83 0.47 1.33
-0.70 -2.42 0.78
0.35 -0.35 -0.06
0.54 -1.03 -1.04
0.47 1.21 -1.15
-0.38 0.36 -1.19
-0.23 0.16 0.28
-0.29 0.16 -0.52
-0.11 -0.36 -0.16
0.27 -0.41 0.33
-0.32 0.65 -0.80
-0.13 0.03 -0.19
-0.19 0.00 0.69
-0.19 0.36 -0.29
0.03 -0.91 0.36
-0.12 -0.29 0.31
-0.09 0.74 0.21
-0.23 0.08 -0.42
-0.32 0.04 -0.74
0.68 0.19 0.29
-0.38 0.63 0.38
0.24 -0.57 -0.81
-0.44 0.34 -0.15
-0.33 0.15 0.33
-0.09 0.70 -0.14

## Properties
- Energy relative to the best compared isomer or geometry (same formula, charge and spin): 54.6 kcal per mole
- Largest force on an atom: 4.73 eV Å⁻¹
- E_HOMO: -8.191 eV
- HOMO-LUMO gap: 8.69 eV
- Molecular weight: 979.2 g mol⁻¹

Q: What is the energy relative to the best compared isomer or geometry (same formula, charge and spin) in the second record?
A: 0.0 kcal per mole